ORCA calculation (ωB97M-V/def2-TZVPD) on C23H23FN4O3S in the gas phase at a distorted geometry.

## Properties
E = -1833.12225 Ha
Molar mass = 454.5 g mol⁻¹
Energy above the lowest of the compared OMol25 structures with the same formula, charge and spin = 0.309 eV
Kohn-Sham gap = 9.03 eV
SMILES = O=C(CN(Cc1ccc(F)cc1)C(=O)CCC(=O)Nc1nccs1)NCc1ccccc1

The geometry in ORCA input format:
```
! wB97M-V def2-TZVPD RIJCOSX def2/J DEFGRID3
* xyz 0 1
O 2.1395 1.0298 1.2111
C 1.4229 1.2864 0.2636
C 0.7467 2.6635 0.1392
N -0.6248 2.6978 -0.3081
C -0.8813 3.1460 -1.6725
C -0.8054 2.0330 -2.6848
C 0.1540 2.0412 -3.6915
C 0.2011 1.0258 -4.6314
C -0.7261 0.0034 -4.5488
F -0.6844 -0.9899 -5.4622
C -1.6885 -0.0343 -3.5538
C -1.7236 0.9864 -2.6226
C -1.7092 2.5107 0.4959
O -2.8370 2.6738 0.0717
C -1.4859 2.0794 1.9331
C -2.1143 0.6900 2.1289
C -1.3237 -0.3153 1.3370
O -1.6052 -0.6628 0.2101
N -0.2018 -0.8431 1.9297
C 0.4148 -0.5327 3.1063
N 0.0447 0.3354 3.9807
C 0.9000 0.3849 5.0310
C 1.9522 -0.4654 4.9741
S 1.8935 -1.3933 3.5236
N 1.2558 0.4760 -0.7927
C 2.0409 -0.7310 -0.9793
C 1.2600 -2.0013 -0.7625
C 1.5775 -2.8534 0.2908
C 0.8447 -4.0111 0.5029
C -0.2139 -4.3224 -0.3325
C -0.5296 -3.4817 -1.3869
C 0.2050 -2.3307 -1.6031
H 0.8601 3.1680 1.1037
H 1.3527 3.2188 -0.5850
H -0.1787 3.9446 -1.9264
H -1.8986 3.5519 -1.6727
H 0.8666 2.8512 -3.7512
H 0.9357 1.0233 -5.4210
H -2.3968 -0.8461 -3.5172
H -2.4619 0.9729 -1.8371
H -0.4440 2.0468 2.2353
H -2.0194 2.7889 2.5685
H -2.1034 0.4338 3.1863
H -3.1352 0.7066 1.7444
H 0.2959 -1.5151 1.3445
H 0.6954 1.0804 5.8242
H 2.7487 -0.6000 5.6760
H 0.5386 0.6842 -1.4728
H 2.4404 -0.7142 -2.0000
H 2.8694 -0.6740 -0.2684
H 2.4102 -2.6167 0.9392
H 1.1023 -4.6642 1.3235
H -0.7889 -5.2205 -0.1645
H -1.3505 -3.7242 -2.0439
H -0.0424 -1.6806 -2.4275
*
```


ORCA calculation (ωB97M-V/def2-TZVPD) on C3H4N2O in the gas phase at a distorted geometry.

## Properties
E = -301.42258 Ha
Molar mass = 84.1 g mol⁻¹
Energy above the lowest of the compared OMol25 structures with the same formula, charge and spin = 1.759 eV
Kohn-Sham gap = 9.46 eV
SMILES = Oc1ccn[nH]1

The geometry in ORCA input format:
```
! wB97M-V def2-TZVPD RIJCOSX def2/J DEFGRID3
* xyz 0 1
O -1.8988 0.3435 0.7638
C -0.6758 0.1057 0.2586
C -0.2868 -0.0354 -1.0549
C 1.1091 -0.2010 -0.9904
N 1.5718 -0.2009 0.2523
N 0.4028 -0.0431 0.9577
H -1.9360 0.0478 1.6868
H -0.9260 -0.0251 -1.9232
H 1.8054 -0.3362 -1.8068
H 0.8343 0.3448 1.8561
*
```


ORCA calculation (ωB97M-V/def2-TZVPD) on 4 unconnected molecules or ions with the total composition C38H69Cl2N9O5S at a distorted geometry.

## Properties
E = -3676.86158 Ha
Molar mass = 835.0 g mol⁻¹
Kohn-Sham gap = 9.38 eV
SMILES = CC(=O)OCCCCCCCC[C@@H](CO[C@](CCSc1nnco1)(CC(N)(N)N)N=C(C)C)OC[C@@H](Cl)[C@@H](C)Cl.CCCC#N.CCCC#N.CCCC#N

The geometry in ORCA input format:
```
! wB97M-V def2-TZVPD RIJCOSX def2/J DEFGRID3
* xyz 0 1
C 0.9513 -6.2564 1.1161
C -0.2055 -5.5010 0.5280
O -0.8816 -4.7010 1.1329
O -0.4041 -5.8055 -0.7708
C -1.5819 -5.2341 -1.3720
C -1.3453 -3.8095 -1.8528
C -2.0873 -3.4899 -3.1515
C -1.6213 -2.1765 -3.7991
C -2.3827 -0.9921 -3.2121
C -1.9291 0.3777 -3.7165
C -0.7320 0.9693 -2.9580
C -1.1115 1.7648 -1.6980
C -1.1126 0.8989 -0.4286
C 0.2222 0.9905 0.3039
O 1.2872 1.0451 -0.6231
C 2.5905 0.9065 -0.0512
C 3.5294 1.5960 -1.0475
C 5.0032 1.5932 -0.6604
S 5.9730 2.5119 -1.9188
C 6.7681 1.1773 -2.6942
N 6.5107 0.6873 -3.8485
N 7.4121 -0.3549 -4.0485
C 8.1313 -0.3996 -2.9972
O 7.8068 0.5325 -2.0819
C 2.9733 -0.5807 0.0988
C 2.4630 -1.5781 -0.9694
N 2.5742 -1.0764 -2.3324
N 1.0930 -2.0421 -0.7394
N 3.3861 -2.7263 -0.8596
N 2.6772 1.4704 1.3035
C 2.7182 2.7158 1.5449
C 2.0919 3.8116 0.7173
C 3.3588 3.1747 2.8265
O -2.0574 1.3993 0.5373
C -3.1847 0.5851 0.7451
C -4.1899 0.6191 -0.4268
Cl -4.9807 -0.9882 -0.4848
C -5.1519 1.8249 -0.2778
C -4.7371 2.9493 -1.2327
Cl -6.8625 1.4256 -0.6555
H 1.7674 -5.5670 1.3339
H 1.3299 -7.0210 0.4444
H 0.6451 -6.7007 2.0617
H -1.8203 -5.8992 -2.2025
H -2.3956 -5.2923 -0.6484
H -1.6739 -3.1236 -1.0681
H -0.2678 -3.6762 -1.9830
H -2.0004 -4.3170 -3.8622
H -3.1547 -3.4039 -2.9144
H -1.7963 -2.2490 -4.8744
H -0.5497 -2.0716 -3.5925
H -2.3280 -1.0710 -2.1224
H -3.4414 -1.1174 -3.4646
H -1.6530 0.2860 -4.7712
H -2.7732 1.0702 -3.6402
H -0.0674 0.1584 -2.6414
H -0.1640 1.6076 -3.6361
H -2.0878 2.2355 -1.8129
H -0.3939 2.5693 -1.5410
H -1.3917 -0.1392 -0.6374
H 0.1573 1.9026 0.9080
H 0.3415 0.1580 1.0065
H 3.2274 2.6273 -1.2059
H 3.4315 1.1062 -2.0167
H 5.2053 2.0580 0.3035
H 5.4232 0.5890 -0.6503
H 8.9374 -1.0819 -2.7872
H 2.5818 -0.8945 1.0718
H 4.0540 -0.6951 0.1589
H 1.7219 -1.2176 -2.8577
H 3.3231 -1.5657 -2.8050
H 0.4220 -1.5247 -1.2927
H 0.8299 -1.9922 0.2356
H 3.3659 -3.0684 0.0972
H 2.9856 -3.4716 -1.4240
H 2.8095 4.6030 0.4809
H 1.3005 4.2551 1.3281
H 1.6302 3.4588 -0.1999
H 4.3571 3.5573 2.6061
H 2.7750 3.9716 3.2938
H 3.4045 2.3474 3.5322
H -2.9083 -0.4523 0.9592
H -3.6804 0.9792 1.6345
H -3.6780 0.7146 -1.3801
H -5.1366 2.1840 0.7477
H -3.9160 3.5352 -0.8147
H -5.5807 3.6061 -1.4341
H -4.4217 2.5322 -2.1904
C -2.0728 6.0961 3.4270
C -1.2817 7.0815 2.5759
C -1.6999 7.0429 1.1022
C -1.3956 5.7529 0.4853
N -1.1532 4.7410 0.0008
H -1.8927 5.0660 3.1140
H -1.7837 6.1799 4.4757
H -3.1439 6.2935 3.3537
H -0.2127 6.8759 2.6609
H -1.4372 8.0960 2.9466
H -1.1849 7.8223 0.5383
H -2.7705 7.2339 1.0075
C 2.3330 -10.2859 -1.5108
C 3.5214 -9.5272 -2.0879
C 4.6668 -9.3654 -1.0824
C 4.2801 -8.5386 0.0599
N 3.9777 -7.8786 0.9487
H 1.8890 -9.7476 -0.6719
H 1.5590 -10.4190 -2.2660
H 2.6322 -11.2751 -1.1591
H 3.2000 -8.5434 -2.4343
H 3.9092 -10.0591 -2.9584
H 5.5301 -8.9018 -1.5620
H 4.9918 -10.3408 -0.7156
C -5.5214 4.0133 6.4255
C -4.7171 5.2865 6.6552
C -5.4830 6.5526 6.2555
C -5.7546 6.5975 4.8193
N -5.9419 6.6197 3.6871
H -5.7494 3.8748 5.3676
H -4.9627 3.1404 6.7617
H -6.4639 4.0402 6.9754
H -3.7794 5.2378 6.0983
H -4.4552 5.3706 7.7114
H -4.9112 7.4429 6.5223
H -6.4306 6.6102 6.7943
*
```